{
  "formula": "C20H28Cl5O6STi",
  "method": "ωB97M-V/def2-TZVPD",
  "multiplicity": 3,
  "s2": 2.01,
  "charge": 1,
  "lumo_ev": [-2.09, -2.10],
  "orbital_gap_ev": [6.228, 8.516],
  "relative_energy_kj_mol": 60.0,
  "elements": ["Ti", "C", "C", "O", "C", "C", "O", "C", "C", "O", "C", "C", "O", "C", "C", "O", "H", "H", "H", "H", "H", "H", "H", "H", "H", "H", "H", "H", "H", "H", "H", "H", "H", "H", "H", "H", "Cl", "C", "C", "C", "Cl", "C", "Cl", "C", "Cl", "C", "Cl", "O", "S", "C", "C", "C", "C", "H", "H", "H", "H", "H", "H", "H", "H"],
  "xyz": [[-0.1221, 0.8545, -0.5160], [2.4598, 0.2874, 0.6806], [2.7228, 0.1914, -0.8321], [1.4857, -0.0822, -1.5258], [1.5698, -0.0642, -2.9664], [0.5516, 0.9365, -3.4918], [-0.6931, 0.8476, -2.7902], [-1.5732, -0.2299, -3.1451], [-1.5324, -1.3201, -2.0769], [-1.4215, -0.7210, -0.7727], [-2.5991, -0.6806, 0.0521], [-2.1768, -0.0787, 1.3910], [-1.4837, 1.1590, 1.1346], [-0.6626, 1.6340, 2.2254], [0.6991, 0.9338, 2.2597], [1.2174, 0.9811, 0.9165], [3.2767, 0.8396, 1.1456], [2.3882, -0.7067, 1.1135], [3.4299, -0.6193, -1.0088], [3.1423, 1.1245, -1.2010], [1.3759, -1.0746, -3.3269], [2.5697, 0.2272, -3.2880], [0.4019, 0.8005, -4.5641], [0.9025, 1.9495, -3.3048], [-2.5675, 0.2058, -3.2017], [-1.3111, -0.6434, -4.1199], [-0.6504, -1.9486, -2.1881], [-2.4237, -1.9450, -2.1312], [-2.9747, -1.6941, 0.2042], [-3.3716, -0.0776, -0.4154], [-1.5105, -0.7783, 1.8971], [-3.0580, 0.1107, 2.0047], [-1.1761, 1.5037, 3.1781], [-0.5177, 2.6939, 2.0353], [0.6079, -0.1105, 2.5595], [1.3754, 1.4485, 2.9434], [-2.8733, 2.2767, -1.3065], [-1.5274, 3.4085, -1.2494], [-0.2585, 2.9241, -0.8811], [0.7101, 3.9380, -0.8609], [2.3629, 3.5387, -0.4000], [0.4749, 5.2786, -1.1815], [1.7416, 6.4457, -1.1583], [-0.8080, 5.6816, -1.5341], [-1.1336, 7.3212, -1.9267], [-1.8241, 4.7330, -1.5639], [-3.4225, 5.2129, -1.9891], [0.4177, -1.9507, 0.9398], [0.5847, -3.4539, 0.9208], [1.9012, -3.8785, 2.1039], [1.2418, -4.0640, 3.4629], [-0.0277, -4.8577, 3.1747], [-0.7113, -4.1326, 2.0183], [2.6438, -3.0832, 2.0566], [2.3509, -4.8069, 1.7440], [0.9913, -3.0909, 3.8930], [1.8997, -4.5771, 4.1638], [-0.6839, -4.9185, 4.0426], [0.2289, -5.8778, 2.8814], [-1.2645, -3.2525, 2.3509], [-1.3657, -4.7689, 1.4240]],
  "lowdin_spin": [1.693, 0.007, 0.006, 0.028, 0.008, 0.006, 0.019, 0.004, 0.006, 0.021, 0.007, 0.006, 0.034, 0.007, 0.010, 0.022, 0.000, 0.001, 0.000, 0.000, 0.000, 0.001, 0.000, 0.002, 0.000, 0.000, 0.000, 0.000, 0.000, 0.000, 0.000, 0.000, 0.001, 0.000, 0.000, 0.001, 0.022, 0.026, 0.011, 0.023, 0.005, -0.005, -0.004, 0.026, 0.008, -0.004, -0.002, 0.002, 0.001, 0.000, 0.000, 0.000, 0.000, 0.000, 0.000, 0.000, 0.000, 0.000, 0.000, 0.000, 0.000]
}

{
  "formula": "C20H28ClN3O2",
  "method": "ωB97M-V/def2-TZVPD",
  "lumo_ev": 0.72,
  "orbital_gap_ev": 9.555,
  "relative_energy_kj_mol": 0.0,
  "smiles": "O=C(CN1CCN(Cc2ccccc2Cl)C1=O)NC1CCCCCCC1",
  "elements": ["O", "C", "N", "H", "C", "C", "H", "H", "C", "H", "C", "C", "H", "H", "C", "H", "H", "C", "C", "H", "H", "H", "H", "H", "H", "H", "H", "C", "N", "C", "O", "N", "C", "C", "C", "C", "C", "C", "C", "Cl", "H", "H", "H", "H", "H", "H", "C", "H", "C", "H", "H", "H", "H", "H"],
  "xyz": [[-1.7900, -2.5253, -1.4722], [-1.3148, -2.5674, -0.3535], [-1.4699, -1.6143, 0.5771], [-0.9439, -1.6874, 1.4400], [-2.1718, -0.3663, 0.3244], [-3.4418, -0.3460, 1.1854], [-3.1485, -0.2790, 2.2367], [-3.9410, -1.3086, 1.0449], [-4.4578, 0.7567, 0.8760], [-4.7460, 0.7074, -0.1745], [-4.0027, 2.1780, 1.2322], [-3.5038, 3.0259, 0.0546], [-4.3790, 3.4038, -0.4815], [-2.9731, 3.8926, 0.4564], [-2.6179, 2.3363, -0.9818], [-2.4612, 3.0489, -1.7971], [-3.1514, 1.4876, -1.4087], [-1.2392, 1.8830, -0.5051], [-1.2299, 0.8177, 0.5923], [-0.2086, 0.4376, 0.6796], [-1.4702, 1.2672, 1.5538], [-0.6763, 2.7494, -0.1486], [-0.7120, 1.4845, -1.3766], [-3.2420, 2.1278, 2.0103], [-4.8482, 2.7169, 1.6679], [-5.3526, 0.5257, 1.4591], [-2.4476, -0.4077, -0.7341], [-0.4049, -3.7151, 0.1112], [0.9808, -3.3238, -0.0201], [1.5220, -2.3619, 0.7928], [1.0767, -1.9967, 1.8652], [2.6519, -1.8951, 0.1968], [3.5778, -0.9993, 0.8254], [3.6579, 0.3391, 0.1333], [2.6018, 0.8104, -0.6363], [2.6629, 2.0420, -1.2624], [3.7929, 2.8299, -1.1282], [4.8567, 2.3842, -0.3643], [4.7820, 1.1496, 0.2592], [6.1267, 0.6262, 1.2194], [5.7429, 2.9880, -0.2476], [3.8490, 3.7918, -1.6139], [1.8277, 2.3866, -1.8526], [1.7185, 0.1980, -0.7383], [3.2229, -0.8555, 1.8530], [4.5738, -1.4570, 0.8650], [2.9302, -2.5650, -1.0519], [3.1697, -1.8425, -1.8371], [1.6226, -3.3226, -1.3198], [1.7924, -4.3475, -1.6585], [0.9956, -2.8101, -2.0607], [3.7807, -3.2507, -0.9383], [-0.5773, -4.5961, -0.5087], [-0.5929, -3.9519, 1.1606]],
  "mulliken_charge": [-0.687, 0.630, -0.172, 0.398, 0.108, -1.207, 0.282, 0.412, -0.849, 0.491, -0.652, -0.896, 0.366, 0.319, -0.888, 0.466, 0.307, -0.559, -0.610, 0.138, 0.462, 0.498, 0.179, 0.352, 0.404, 0.367, 0.662, -1.196, 0.080, 0.574, -0.744, 0.224, -1.435, 0.288, 0.220, -0.869, -0.482, -0.553, 0.444, -0.238, 0.418, 0.385, 0.387, 0.262, 0.349, 0.530, -0.590, 0.345, -0.546, 0.343, 0.291, 0.378, 0.456, 0.357]
}

{
  "formula": "C20H28CoN2Si",
  "method": "ωB97M-V/def2-TZVPD",
  "multiplicity": 5,
  "s2": 6.04,
  "charge": 1,
  "lumo_ev": [-2.59, -4.59],
  "orbital_gap_ev": [8.214, 6.524],
  "relative_energy_kj_mol": 180.7,
  "elements": ["C", "C", "C", "H", "C", "C", "H", "H", "H", "H", "Co", "C", "H", "H", "H", "Si", "C", "C", "H", "C", "H", "C", "H", "C", "H", "C", "H", "C", "C", "H", "C", "H", "C", "H", "C", "H", "C", "H", "H", "H", "N", "C", "C", "N", "H", "H", "H", "H", "H", "H", "H", "H"],
  "xyz": [[-2.5120, 0.7943, 1.9976], [-1.2741, 0.1538, 2.2871], [-0.3976, 1.1338, 2.9073], [-1.0968, -0.9167, 2.3254], [-1.1673, 2.3543, 3.0197], [-2.4427, 2.1286, 2.4578], [-3.2901, 2.8135, 2.4918], [-3.4100, 0.2911, 1.6419], [0.5290, 0.8761, 3.4125], [-0.8738, 3.2162, 3.6204], [-0.1631, 1.3909, 0.9426], [1.6358, 1.0175, -0.8298], [2.2406, 1.4891, -0.0382], [0.9735, 1.6986, -1.3646], [2.3460, 0.6485, -1.6013], [0.7163, -0.8376, -0.3321], [0.1764, -1.2766, -2.0836], [-0.9721, -2.0829, -2.1961], [-1.4849, -2.4150, -1.2873], [-1.4891, -2.4326, -3.4412], [-2.3806, -3.0636, -3.4638], [-0.8538, -1.9736, -4.6040], [-1.2386, -2.2836, -5.5713], [0.3017, -1.1881, -4.5002], [0.8326, -0.8581, -5.3942], [0.8197, -0.8257, -3.2454], [1.7159, -0.1957, -3.1861], [1.7908, -2.0963, 0.4880], [1.4189, -3.4081, 0.1758], [1.0101, -3.6096, -0.8141], [1.5018, -4.3826, 1.1634], [1.1874, -5.3920, 0.9333], [2.0167, -4.0666, 2.4223], [2.0398, -4.8251, 3.2024], [2.5280, -2.7911, 2.6529], [3.0188, -2.5700, 3.5926], [2.4444, -1.7903, 1.6818], [2.8604, -0.8017, 1.8665], [0.8503, 0.2020, 1.0319], [-0.4589, -1.5949, 0.2940], [0.5331, 3.1516, 0.7310], [-0.5438, 3.9753, 0.0730], [-1.6004, 3.1962, -0.7149], [-1.3819, 1.7071, -0.6599], [1.4004, 3.1577, 0.1911], [0.7567, 3.4934, 1.6719], [-1.0263, 4.5188, 0.8842], [-0.0715, 4.6977, -0.5976], [-2.6010, 3.4003, -0.3153], [-1.6355, 3.5359, -1.7641], [-2.2837, 1.2197, -0.5881], [-0.9953, 1.4160, -1.5668]],
  "lowdin_spin": [0.170, 0.040, 0.056, 0.001, 0.139, 0.140, 0.004, 0.007, 0.003, 0.006, 2.663, 0.235, 0.002, 0.004, 0.026, 0.121, 0.021, 0.003, 0.001, 0.001, 0.000, -0.001, 0.000, 0.001, 0.000, 0.000, 0.001, 0.009, 0.000, 0.000, 0.007, 0.000, 0.000, 0.000, 0.005, 0.000, 0.008, 0.002, 0.143, 0.027, 0.069, 0.010, 0.005, 0.055, 0.003, 0.005, 0.001, 0.001, 0.001, 0.001, 0.003, 0.001]
}

{
  "formula": "C20H28CrF3N7O2S",
  "method": "ωB97M-V/def2-TZVPD",
  "multiplicity": 4,
  "s2": 3.79,
  "charge": 1,
  "lumo_ev": [-2.39, -2.72],
  "orbital_gap_ev": [8.405, 8.101],
  "relative_energy_kj_mol": 1.0,
  "elements": ["Cr", "N", "C", "C", "N", "C", "C", "N", "H", "H", "H", "H", "H", "H", "H", "H", "H", "H", "H", "H", "H", "C", "C", "C", "C", "C", "C", "C", "S", "O", "O", "N", "C", "C", "C", "C", "C", "N", "H", "H", "H", "H", "H", "H", "H", "H", "H", "H", "H", "F", "C", "F", "F", "N", "C", "C", "C", "N", "H", "H", "H", "H"],
  "xyz": [[0.0902, -0.2508, 1.5479], [0.7188, 0.5336, -0.4045], [2.1384, 0.9162, -0.3399], [2.9176, -0.2602, 0.2409], [2.0806, -1.0426, 1.2001], [1.9214, -2.4502, 0.7332], [0.8012, -3.1160, 1.4941], [-0.3954, -2.2735, 1.3014], [0.5530, -0.1801, -1.1134], [0.1322, 1.3067, -0.7045], [2.2252, 1.7922, 0.2998], [2.5427, 1.1803, -1.3188], [3.8319, 0.0809, 0.7245], [3.2188, -0.9303, -0.5647], [2.5419, -1.0719, 2.1044], [2.8617, -2.9970, 0.8243], [1.6572, -2.4107, -0.3263], [1.0313, -3.1803, 2.5565], [0.6396, -4.1280, 1.1205], [-1.1129, -2.5229, 1.9769], [-0.7980, -2.4519, 0.3706], [1.5451, 0.7556, -5.8912], [0.6418, 0.1861, -4.8341], [0.9286, -1.0315, -4.2265], [0.0700, -1.5804, -3.2801], [-1.0830, -0.8966, -2.9306], [-1.3947, 0.3180, -3.5311], [-0.5332, 0.8506, -4.4723], [-2.1420, -1.5263, -1.6583], [-3.5076, -1.4691, -2.0990], [-1.5992, -2.8320, -1.3021], [-1.7697, -0.5271, -0.4814], [-2.5736, -0.0364, 0.4749], [-3.9770, 0.1321, 0.4233], [-4.6117, 0.7428, 1.4697], [-3.8836, 1.1932, 2.5820], [-2.5368, 0.9752, 2.5979], [-1.8839, 0.3593, 1.5838], [2.5554, 0.3574, -5.8083], [1.5939, 1.8423, -5.8274], [1.1718, 0.5040, -6.8856], [1.8244, -1.5705, -4.5113], [0.2742, -2.5423, -2.8278], [-2.3092, 0.8325, -3.2628], [-0.7765, 1.7938, -4.9467], [-4.5078, -0.2142, -0.4499], [-5.6839, 0.8868, 1.4319], [-4.3652, 1.6857, 3.4132], [-1.9266, 1.2791, 3.4357], [-0.3709, -1.8890, 4.0308], [0.1916, -0.7276, 3.6222], [1.5460, -0.8518, 3.9967], [-0.2757, 0.2085, 4.4843], [1.6368, 1.9351, 3.0980], [1.7805, 3.2559, 3.2817], [0.8710, 3.8845, 2.4602], [0.1916, 2.8453, 1.8213], [0.6595, 1.6634, 2.2147], [2.0379, 1.1826, 3.6393], [2.5018, 3.6453, 3.9799], [0.7105, 4.9418, 2.3511], [-0.6182, 2.8942, 1.1110]],
  "lowdin_spin": [2.982, 0.008, 0.000, 0.001, -0.009, 0.002, 0.001, -0.010, 0.003, 0.002, 0.000, -0.001, 0.000, 0.000, 0.003, -0.001, 0.000, 0.000, -0.001, 0.003, 0.003, 0.000, 0.000, 0.000, 0.000, 0.000, 0.000, 0.000, 0.003, 0.003, 0.002, 0.026, 0.009, -0.002, 0.008, 0.001, 0.003, -0.013, 0.000, 0.000, 0.000, 0.000, 0.000, 0.000, 0.000, 0.000, 0.000, 0.000, 0.000, -0.003, -0.034, -0.004, -0.004, 0.001, 0.009, 0.002, 0.009, -0.006, 0.000, 0.000, 0.000, 0.000]
}